Here is a cluster of 2 separate species, C5H11NO in total in a non-equilibrium geometry from the OMol25 dataset. Energies are from the ωB97M-V functional and the def2-TZVPD basis.

```
18
Properties=species:S:1:pos:R:3:forces:R:3
C -0.54741 -1.21558 0.93251 1.23 0.38 1.09
C -0.42876 0.09331 0.63380 -0.94 -0.11 -1.30
C 0.22822 0.48820 -0.60627 -0.04 -1.02 -0.60
C -0.01851 1.49262 -1.45315 0.17 1.42 -0.02
C 0.45700 1.49702 -2.88443 -0.86 -0.44 0.65
N -0.70669 2.68816 -1.10732 -0.44 -0.81 0.39
H -0.62114 -1.52353 1.97395 -1.21 -0.06 -0.19
H -0.19781 -1.99670 0.26960 0.46 0.16 -0.10
H -1.13764 0.81014 1.05608 0.79 0.07 0.90
H 0.95340 -0.23930 -0.97127 -0.41 -0.19 -0.14
H -0.39338 1.31872 -3.55552 -0.16 0.51 0.24
H 1.03389 0.59786 -3.06396 0.91 0.37 -0.04
H 0.87613 2.48107 -3.08664 0.50 -0.31 -0.51
H -0.18417 3.53212 -1.28795 0.12 -0.04 -0.39
H -0.93573 2.69078 -0.12275 -0.12 0.06 0.03
O 0.57571 -3.94352 4.26163 0.09 1.54 -0.67
H 0.17525 -4.00866 5.12063 -0.05 -0.71 0.32
H 0.87162 -4.76270 3.89106 -0.04 -0.82 0.34
```
Forces are in eV/Å.

## Properties
Gap between HOMO and LUMO in eV: 8.653
Energy above the lowest of the compared OMol25 structures with the same formula, charge and spin in kJ/mol: 255.6
Max |F| in eV/Å: 1.69
Calculated total energy in eV: -8899.0479
E_LUMO in eV: 1.0
Structure (SMILES): C=C/C=C(/C)N.O
Charge: 0
2S+1: 1

Atom charges from the Mulliken analysis, given in e for atoms 1 to 4: -0.9222 -0.1461 -0.2464 0.6203